{"formula": "C20H39IrN4O5", "method": "ωB97M-V/def2-TZVPD", "total_charge": 1, "relative_energy_ev": 2.475, "total_energy_ev": -40403.206, "max_force_ha_per_bohr": 0.0085, "e_homo_ev": [-10.19, -11.17], "s2": 0.753, "lumo_ev": [-2.55, -2.95], "spin_multiplicity": 2, "symbols": ["Ir", "C", "C", "C", "C", "C", "C", "N", "C", "C", "N", "C", "C", "O", "O", "C", "C", "C", "C", "C", "C", "N", "C", "C", "N", "C", "C", "O", "O", "H", "H", "H", "H", "H", "H", "H", "H", "H", "H", "H", "H", "H", "H", "H", "H", "H", "H", "H", "H", "H", "H", "H", "H", "H", "H", "H", "H", "H", "H", "H", "H", "H", "H", "H", "H", "H", "H", "H", "O"], "coordinates": [[-0.399, 0.325, -0.206], [2.663, -1.762, -1.882], [1.163, -1.748, -2.162], [0.449, -2.972, -1.512], [0.702, -3.533, -0.071], [2.110, -4.012, 0.252], [-0.302, -4.661, 0.156], [0.325, -2.397, 0.823], [0.070, -2.283, 2.306], [-0.879, 0.208, 2.774], [-1.464, 0.905, 1.575], [-2.798, 0.280, 1.309], [-2.616, -1.154, 0.833], [-3.201, -2.092, 1.318], [-1.752, -1.261, -0.160], [-1.535, 2.406, 1.827], [-2.957, 2.949, 1.963], [-0.826, 3.240, 0.749], [0.681, 3.102, 0.493], [1.166, 4.384, -0.187], [1.469, 2.910, 1.784], [0.967, 1.879, -0.366], [1.097, 2.077, -1.831], [1.428, 0.719, -2.436], [0.483, -0.370, -2.015], [-0.699, -0.344, -2.941], [-1.453, 1.003, -2.785], [-1.544, 1.715, -3.767], [-1.843, 1.278, -1.586], [3.003, -2.795, -1.908], [2.923, -1.351, -0.903], [3.231, -1.227, -2.638], [1.056, -1.953, -3.232], [0.713, -3.809, -2.164], [-0.629, -2.846, -1.621], [2.434, -4.750, -0.482], [2.114, -4.501, 1.227], [2.843, -3.208, 0.275], [-0.139, -5.450, -0.577], [-1.329, -4.303, 0.055], [-0.179, -5.099, 1.147], [0.930, -1.589, 0.618], [-0.618, -2.088, 0.424], [0.984, -2.410, 2.886], [-0.694, -3.004, 2.602], [-0.077, 0.812, 3.196], [-1.657, 0.064, 3.530], [-3.269, 0.821, 0.489], [-3.431, 0.299, 2.194], [-1.051, 2.571, 2.793], [-3.502, 2.903, 1.021], [-2.887, 3.999, 2.245], [-3.533, 2.447, 2.738], [-0.974, 4.276, 1.066], [-1.367, 3.125, -0.195], [1.042, 5.220, 0.500], [0.597, 4.610, -1.088], [2.225, 4.326, -0.442], [1.302, 3.750, 2.459], [2.541, 2.869, 1.576], [1.193, 1.991, 2.301], [1.866, 1.533, -0.038], [1.915, 2.757, -2.074], [0.177, 2.505, -2.214], [2.424, 0.467, -2.090], [1.459, 0.793, -3.526], [-1.362, -1.164, -2.675], [-0.384, -0.398, -3.984], [-0.396, -0.981, 2.255]]}